No. 1
C12H19Cl2F3O5 | wB97M-V/def2-TZVPD

```
41
Properties=species:S:1:pos:R:3:forces:R:3:mulliken_charge:R:1
C -5.922001 1.173098 -0.062451 -0.09 0.05 0.09 -0.4420
Cl -4.136572 2.741997 -1.416836 0.01 -0.02 -0.03 -0.1632
H 2.795035 -1.498287 -2.294437 0.20 0.24 0.18 0.4414
C 2.827161 -1.628023 -0.163411 -1.62 -0.89 -1.01 -0.0223
H -0.980510 1.698712 0.819900 -0.23 -0.21 -0.07 0.2516
H 2.306144 -2.571044 -0.400746 -0.24 0.38 0.25 0.4279
C 2.635024 -0.819033 -1.447710 0.96 0.47 0.13 -0.6026
H 1.606922 -0.457593 -1.561982 0.13 -0.17 0.35 0.1582
C -1.832242 1.143223 1.237632 -0.31 -0.36 0.06 -1.1231
H -0.276653 -1.065227 2.503672 0.30 0.15 -0.35 0.3172
C 2.193999 -1.196818 1.207227 2.01 -0.86 -0.11 0.1489
O 3.593245 0.766712 -2.960641 0.01 -0.16 -0.13 -0.5471
F 3.557669 2.687223 -1.339271 0.52 0.89 0.00 -0.3044
H -2.718457 1.769693 1.074424 0.15 -0.14 0.36 0.2829
F 3.974419 1.511836 0.432147 0.58 0.03 0.70 -0.2765
H -5.343070 1.382463 0.835111 0.06 -0.01 -0.08 0.2792
C -0.117330 -1.614371 1.559237 -0.48 -0.37 0.00 -0.6649
O 1.211464 -2.152066 1.492842 -0.48 1.22 0.07 -0.3791
H -0.777911 -2.490682 1.627775 0.30 0.12 0.03 0.2908
H -6.313064 2.046154 -1.998774 0.08 -0.05 0.01 0.3193
O 4.150579 -2.091682 0.131652 -0.05 -0.08 0.07 -0.4631
C 3.283885 1.569328 -0.695938 -0.14 -0.74 -0.96 0.8215
C -5.826244 2.301268 -1.059902 -0.13 0.07 0.02 -0.4510
O 3.331195 -1.450547 2.048451 -0.64 -0.70 0.93 -0.4956
C 3.611741 0.356442 -1.610330 0.08 -0.40 -0.06 -0.2991
H -1.618738 1.016804 2.307816 -0.25 0.18 -0.18 0.3335
H -2.651815 -0.916235 1.109612 0.00 0.13 -0.26 0.2894
C 4.035689 -2.480007 1.461976 -1.85 5.26 -2.58 0.4877
Cl -5.348269 -0.371276 -0.740337 -0.03 -0.02 -0.01 -0.1801
H 1.973118 -0.145956 1.408868 -0.56 -0.29 -0.35 0.5812
H -2.377497 -0.042390 -0.466947 -0.40 -0.27 0.37 0.1913
F 1.996969 1.657828 -0.340269 -0.76 -0.22 0.09 -0.2817
H -6.306529 3.191594 -0.655213 0.04 -0.04 0.05 0.2871
C -0.566914 -0.830132 0.325296 -1.02 -0.20 0.08 0.1458
H -6.961722 1.025329 0.227570 0.01 0.02 -0.07 0.3668
C -2.004198 -0.238264 0.545238 1.75 1.05 -0.40 -0.2861
H 4.617584 0.012031 -1.323860 -0.24 0.17 0.04 0.4621
H 0.070188 0.022372 0.066302 0.11 -0.27 0.16 -0.1004
H -0.610494 -1.490693 -0.555076 0.26 -0.02 0.33 0.2506
H 4.494107 0.899900 -3.278368 -0.21 0.08 0.15 0.3754
O 4.424095 -3.423683 1.949749 2.20 -4.02 2.14 -0.4274
```
Positions in Å, forces in eV/Å.

LUMO level: 0.605 eV
E_HOMO: -10.39 eV
Total energy: -56186.5550 eV
SMILES string: CCCCO[C@H]1OC(=O)O[C@@H]1C[C@@H](O)C(F)(F)F.ClCCCl

No. 2
C6H10O | wB97M-V/def2-TZVPD

```
17
Properties=species:S:1:pos:R:3:forces:R:3:mulliken_charge:R:1
H 0.937012 1.948736 -1.319236 -0.06 -0.03 0.09 0.3038
O -0.560789 1.251447 -0.052378 0.03 -0.06 0.12 -0.4427
C 1.365378 -0.614649 1.017468 -0.33 -0.14 0.13 -0.7536
C -0.836686 -0.082961 -0.438359 0.00 -0.31 -0.04 0.3688
H -2.146237 -0.635716 1.224142 0.11 0.04 -0.15 0.3171
H 0.452938 -1.838719 -0.688350 0.42 0.20 0.01 0.3510
H -2.923963 0.325807 -0.040357 0.27 -0.15 -0.04 0.3330
H -0.843962 -0.169212 -1.545269 -0.55 0.31 0.17 0.2225
C -2.191461 -0.471624 0.142577 0.11 -0.09 0.01 -1.3157
H 2.218900 -1.267254 1.230353 -0.67 -0.17 -0.18 0.2747
H 2.398463 0.019102 -0.853820 0.00 0.06 0.12 0.3936
C 0.443659 -0.884741 -0.166131 0.03 -0.20 0.19 -0.2753
C 1.512525 0.167477 -0.247994 0.18 0.11 -0.13 -0.0713
H 1.157883 2.217325 0.435637 0.00 -0.04 -0.18 0.2992
H -2.568237 -1.382242 -0.333135 0.10 0.06 0.09 0.3548
C 0.806639 1.507012 -0.320598 0.26 0.08 -0.06 -0.5769
H 0.926806 -0.186377 1.913563 0.10 0.32 -0.16 0.2171
```
Positions in Å, forces in eV/Å.

LUMO level: 1.118 eV
Relative energy (zero: lowest compared OMol25 entry of this formula, charge and spin): 82.5 kJ/mol
E_HOMO: -9.62 eV
Total energy: -8430.3849 eV
SMILES string: C[C@H]1OC[C@H]2C[C@H]21

No. 3
C31H48BClGaO26 | wB97M-V/def2-TZVPD

```
108
Properties=species:S:1:pos:R:3:forces:R:3:mulliken_charge:R:1
H 5.088038 -2.918175 -0.764951 -0.07 -0.19 -0.01 0.1309
H 2.263229 -3.889662 -2.401320 0.10 0.11 -0.05 0.3619
O 8.611300 -3.751596 -3.286562 0.08 0.05 -0.04 -0.3991
H -1.654415 -4.313461 2.104825 0.02 -0.03 -0.05 0.2412
H 8.607771 -1.821006 -4.020333 -0.05 -0.01 0.01 0.1962
H 6.049859 -1.361044 1.330340 -0.08 0.03 0.13 0.2913
H -6.092022 -0.998155 0.532026 0.04 -0.21 -0.11 0.2616
H -1.958243 -2.670660 0.348442 0.05 -0.09 -0.13 0.1028
C -9.175004 4.808705 2.007051 0.05 0.04 -0.06 0.6396
O 1.272866 0.215617 -2.173295 0.17 0.21 -0.19 -0.6142
O -9.894197 4.253025 2.772915 -0.07 -0.04 0.06 -0.5613
C 9.881530 -1.396023 4.059991 -0.03 -0.08 0.07 -0.3547
O 3.860463 -3.651503 0.749103 0.00 0.07 -0.02 -0.3621
C 6.060811 1.384580 -3.270603 -0.05 0.02 0.07 0.6139
O 9.840400 -0.557225 2.898365 0.05 0.00 0.06 -0.3651
H -9.762004 2.439992 -3.315523 0.01 -0.03 0.00 0.2816
C 9.121236 -1.184920 1.944044 -0.06 0.00 0.09 0.6173
C 1.146896 -0.969970 -2.225114 -0.16 -0.04 0.12 0.5053
C 0.694814 0.970624 2.680683 -0.14 -0.22 -0.19 -0.9989
H 3.190508 0.690449 -4.323972 0.11 -0.16 0.00 0.2676
H -0.522498 -3.607844 -2.316446 -0.19 0.05 0.15 0.2122
H 0.170042 0.812943 3.619118 0.00 -0.02 0.27 0.2768
C 8.935740 -2.360779 -3.130945 -0.04 0.10 0.01 -0.3181
O 2.152836 -1.845005 -2.040154 0.17 -0.09 0.03 -0.0889
C 0.283599 -2.995439 -2.698853 0.09 -0.02 0.01 -0.2972
B -0.341174 0.788757 1.492846 -0.03 0.00 0.12 -0.0121
H 9.088847 -3.441203 4.120011 -0.14 0.02 -0.08 0.3072
O 5.652421 2.630932 -3.585579 -0.03 0.07 -0.07 -0.3603
H -2.673225 1.775456 3.226675 -0.08 0.13 -0.02 -0.3928
C 4.665794 -2.604232 0.180745 -0.08 0.18 -0.10 0.1870
H 4.037113 -1.726850 0.020930 -0.03 -0.01 0.07 0.0845
H 3.318223 1.339307 -2.686827 0.01 -0.04 0.03 0.2055
C -2.663326 -4.243182 1.695430 0.03 0.16 0.15 -0.2320
C -2.712970 -3.451982 0.406515 0.02 0.02 0.12 0.2199
H 3.745684 3.394226 -3.907289 0.10 0.05 0.12 0.2999
O 5.006414 -2.779638 2.443479 0.08 0.03 -0.02 -0.3934
H -10.369293 1.372058 -0.506371 0.02 0.04 0.01 0.2769
C 4.003501 -3.620330 2.091783 0.07 0.01 -0.04 0.6020
C -9.690886 2.521525 -2.228726 -0.10 -0.01 0.00 -0.2695
O 0.135159 0.026736 0.398670 -0.11 0.08 0.10 0.0392
C 1.591625 -3.165209 -1.949635 -0.08 -0.13 0.05 -0.3032
H -6.711151 0.595845 0.887489 0.02 0.28 -0.14 -0.0315
H -1.386203 4.125425 1.228693 0.29 0.01 -0.20 0.4319
C -7.775932 1.513191 -1.558118 -0.17 0.06 0.15 0.5547
O -2.888437 -6.694086 -0.659767 -0.01 -0.11 -0.06 -0.5710
H -4.967577 1.036405 2.495829 0.00 -0.06 0.43 0.2144
O 8.749733 -0.688243 0.930784 0.04 0.05 -0.01 -0.4266
H 1.546844 0.293899 2.602359 0.18 -0.05 0.05 0.1483
H -3.901859 6.136176 2.377849 -0.54 1.25 -0.35 0.2956
C -8.391092 5.639072 0.054563 0.04 0.14 -0.07 -0.3346
H -2.477725 3.654512 -0.134037 0.43 -0.01 -0.27 0.3576
H -10.737349 0.603475 -2.066801 0.11 -0.10 -0.04 0.2877
O 5.062080 0.497462 -3.419420 -0.09 -0.02 -0.05 -0.2181
H 10.007824 -2.234075 -3.011086 0.03 -0.16 0.01 0.3492
C -2.293479 3.602810 0.936678 -0.91 -0.50 0.46 -1.2409
O 7.039570 -2.905362 -1.964018 0.13 0.06 -0.03 -0.2142
C 7.423160 -3.981611 -2.682990 0.01 0.08 0.00 0.5597
C 5.709929 -2.390001 1.253669 0.02 -0.02 -0.08 0.0184
H 7.789472 -0.952726 -1.921070 -0.20 -0.06 -0.02 0.2717
O -0.002233 -1.602581 -2.486675 -0.08 -0.17 -0.16 -0.2762
O 7.162108 1.112576 -2.904465 0.13 -0.08 -0.03 -0.5360
Ga -2.290024 1.657659 1.645673 0.46 -0.20 -0.20 -0.2244
O -8.217163 5.693727 2.341911 0.03 0.04 -0.08 -0.3614
H -9.021128 6.487081 -0.227557 0.00 -0.01 0.04 0.2518
C -3.594792 5.827505 1.389189 1.12 -2.06 1.44 -0.6970
O 8.869709 -2.464436 2.302886 0.05 -0.09 0.00 -0.2842
H 0.621195 0.584524 -0.218326 0.05 -0.13 -0.20 0.1786
O -2.466308 -4.486455 -0.572175 0.06 0.15 -0.08 -0.3200
H 0.391804 -3.169208 -3.771424 0.03 0.04 0.00 0.2604
O 3.354093 -4.252103 2.859773 -0.04 -0.05 0.05 -0.5779
H -6.543121 5.335475 1.158611 0.01 -0.03 0.05 0.1082
H -4.328740 1.253618 0.063150 -0.07 0.03 -0.27 0.2353
C 9.642957 -2.773567 3.467092 0.06 0.02 0.10 -0.3024
H -10.294401 3.358888 -1.887827 0.12 0.05 0.10 0.2403
H -3.475909 -0.293775 0.244885 0.05 -0.07 -0.27 0.3980
H -6.782021 -0.624056 2.132507 -0.12 -0.20 0.04 0.4600
O -8.746690 0.568044 -1.487141 -0.07 -0.04 -0.05 -0.3114
C 4.353439 2.539413 -4.188019 -0.12 -0.06 -0.04 -0.3990
H 1.054010 1.999342 2.709418 0.06 0.24 -0.02 0.3455
O -8.323575 2.719111 -1.870420 0.01 0.06 -0.08 -0.2821
C -7.424618 5.975547 1.170343 0.07 -0.08 -0.10 -0.0658
H 8.685520 -2.150803 -0.973472 0.02 -0.07 0.01 -0.0111
H 1.451375 -3.411623 -0.896823 -0.03 0.04 0.00 0.2573
H 6.574568 -3.042467 1.127524 -0.01 -0.03 -0.01 0.0684
H -2.721669 6.173744 0.868492 -0.12 0.79 -0.18 0.4129
C -4.832212 0.200630 1.818567 0.23 0.31 -0.71 0.1404
C -6.179987 -0.245934 1.308201 -0.16 -0.20 0.40 -1.0555
O -3.079609 -5.556053 1.271769 0.01 0.08 0.10 -0.3589
H -3.833088 3.927696 2.495257 -0.48 -0.10 0.18 0.2774
O -6.627967 1.321632 -1.355257 0.11 0.07 -0.28 -0.4768
H 10.568333 -3.259263 3.153731 0.02 0.02 -0.01 0.2424
H 9.085036 -1.090787 4.739363 -0.03 -0.01 -0.02 0.2732
C -10.019889 1.216595 -1.528006 -0.07 0.06 0.04 -0.3204
O 6.802126 -4.990663 -2.774508 -0.05 -0.08 0.00 -0.5507
C -2.820719 -5.678418 -0.042112 0.05 0.15 -0.03 0.6348
H -7.899943 5.241825 -0.826998 -0.02 -0.22 -0.01 0.3358
H -3.693027 -3.013048 0.223742 -0.03 -0.03 -0.01 0.0088
H 4.473153 2.523576 -5.272917 0.03 -0.03 0.00 0.2463
H -3.332614 -3.854596 2.455224 -0.12 -0.13 -0.03 0.2526
H 10.839950 -1.297573 4.561072 0.06 0.09 -0.12 0.2980
O -4.401204 4.904175 0.709841 -1.57 0.11 -0.64 -0.4837
C 3.836496 1.224614 -3.635021 -0.02 0.19 -0.02 -0.1507
Cl -4.114435 -1.141416 2.807037 0.00 -0.20 0.28 -0.2526
O -9.222552 4.640822 0.660291 0.00 0.02 -0.05 -0.3340
C -3.809482 0.602272 0.763915 -0.15 0.23 0.63 -0.3818
C 8.142180 -1.979423 -1.899322 0.09 0.14 -0.05 0.0547
C -3.463334 4.320626 1.561390 1.53 0.51 -0.35 0.3481
H -7.110875 7.015522 1.165519 -0.09 0.04 0.18 0.3329
```
Positions in Å, forces in eV/Å.

LUMO level: 1.582 eV
Charge: -1
E_HOMO: -3.92 eV
Total energy: -151736.0781 eV

The lowest E_HOMO belongs to which entry? C12H19Cl2F3O5

Which of these has the lowest E_HOMO? C12H19Cl2F3O5

What is the LUMO level in the first record? 0.605 eV